1.
An isolated ion of composition C3H6N3 and charge +1 in a non-equilibrium geometry. Source: OMol25; level of theory: the ωB97M-V functional and the def2-TZVPD basis.

Geometry (Å):
1 C -0.690019 0.595938 -0.159984
2 C 0.248069 -0.165898 1.929604
3 C 0.098029 0.133708 -2.326994
4 N 0.320429 -0.326439 0.490456
5 N 0.959181 -1.165869 -0.030437
6 N -0.550355 0.591373 -1.395813
7 H -1.416537 0.951850 0.451032
8 H 1.160793 -0.520294 2.416532
9 H -0.594337 -0.961379 2.163518
10 H 0.071391 0.790814 2.360756
11 H -0.340754 -0.695126 -2.829761
12 H 0.734111 0.771322 -3.068908

Cartesian forces, eV/Å:
C 2.17 -1.56 -3.89
C -1.23 -3.38 2.14
C 2.02 0.16 -4.67
N 0.75 0.47 1.54
N 0.32 0.04 -1.87
N -1.92 2.25 4.15
H -2.21 1.43 1.37
H -0.10 -0.20 -0.53
H 1.49 1.90 0.29
H -0.65 1.01 -0.43
H -0.05 -1.22 -0.12
H -0.56 -0.93 2.00

gap between HOMO and LUMO (spin up / spin down): 8.3 / 8.3 eV
HOMO energy (spin up / spin down): -0.5178 / -0.5178 hartree
charge: +1
spin multiplicity: 1



2.
An isolated ion of composition C3H6N3O and charge +1 in a non-equilibrium geometry. Source: OMol25; level of theory: the ωB97M-V functional and the def2-TZVPD basis.

Geometry (Å):
1 H -1.281253 -0.424127 2.083267
2 N -0.637144 -0.711384 1.369535
3 N -0.308247 0.171629 0.526668
4 C -0.819441 1.523269 0.839663
5 C 0.327822 0.093966 -0.661988
6 C 1.127228 -0.956625 -1.289298
7 N 1.317401 -2.182468 -1.108853
8 O 1.480876 -3.312707 -0.928622
9 H -1.940569 1.403722 0.501310
10 H -0.567226 1.751941 1.945567
11 H -0.514419 2.177696 0.156026
12 H 0.452877 1.011726 -1.128404
13 H 1.362095 -0.546637 -2.304871

Cartesian forces, eV/Å:
H -0.09 1.01 0.31
N 1.82 -1.94 -2.27
N -1.16 0.09 1.73
C -3.55 -2.33 2.38
C 1.19 -2.31 0.88
C -1.69 1.75 -0.65
N -0.30 -0.56 0.57
O 0.11 0.79 -0.14
H 1.74 0.48 1.62
H -0.78 -0.20 -2.12
H 1.92 2.95 -2.25
H 0.22 1.27 -0.73
H 0.55 -1.01 0.67

gap between HOMO and LUMO (spin up / spin down): 6.5 / 6.5 eV
HOMO energy (spin up / spin down): -0.4885 / -0.4885 hartree
charge: +1
spin multiplicity: 1
structure (SMILES): [H]/N=[N+](C)/C=C\N=O



3.
C3H6N3O as an isolated structure in a non-equilibrium geometry. Source: OMol25; level of theory: the ωB97M-V functional and the def2-TZVPD basis.

Geometry (Å):
1 C -0.970038 0.969633 0.427859
2 C 0.588818 -1.419978 0.312985
3 C 0.645312 0.077730 -0.133554
4 N 2.401094 1.534351 0.647227
5 N 1.680385 0.779671 0.360501
6 N -1.529997 1.683125 -0.467602
7 O -1.271853 0.642479 1.488331
8 H -0.193562 -1.772887 -0.303786
9 H 0.200796 -1.389477 1.306284
10 H 1.581222 -1.779740 0.181591
11 H 0.753095 0.278731 -1.183118
12 H -1.269589 2.096130 -1.393124
13 H -2.399546 2.149516 -0.100584

Cartesian forces, eV/Å:
C 3.84 -2.18 -0.96
C -0.29 3.17 -0.34
C -2.92 -0.69 -0.35
N 1.97 1.32 1.03
N -0.38 0.43 0.28
N -2.88 3.61 -2.66
O -0.80 -0.68 2.76
H -0.35 -1.20 -0.79
H 0.16 -0.38 0.94
H 0.37 -1.10 0.00
H -0.20 -0.40 -0.82
H 0.42 -1.20 1.44
H 1.05 -0.70 -0.53

gap between HOMO and LUMO: 10.0 eV
HOMO energy: -0.5536 hartree
charge: +1
spin multiplicity: 1



4.
An isolated ion of composition C3H6N3O2 and charge -1 in a non-equilibrium geometry. Source: OMol25; level of theory: the ωB97M-V functional and the def2-TZVPD basis.

Geometry (Å):
1 H 2.418836 2.505165 -0.390118
2 N 1.462719 2.744953 -0.186643
3 N 0.676379 1.744361 -0.234741
4 N 0.739953 0.446104 -0.289828
5 C -0.420576 -0.376166 -0.220545
6 C -0.037298 -1.830234 -0.458992
7 C -0.972544 -0.173665 1.312752
8 O -1.189230 -1.225151 1.871008
9 O -1.214519 1.023999 1.571366
10 H -0.302282 1.938944 -0.230053
11 H -1.155195 -0.157566 -1.087013
12 H -0.924572 -2.406490 -0.375813
13 H 0.693589 -2.266127 0.171765
14 H 0.224741 -1.968127 -1.453145

Cartesian forces, eV/Å:
H 0.44 -0.88 0.25
N -0.04 0.66 -0.38
N -2.29 -3.78 -0.42
N 4.12 1.92 -0.63
C -0.58 0.37 0.05
C -0.90 0.87 0.37
C -1.06 1.10 -2.79
O -0.16 -1.21 1.65
O 0.23 -0.06 0.45
H -1.05 1.47 0.68
H 0.47 0.22 1.55
H -0.95 -0.57 0.51
H 0.75 0.01 0.83
H 1.03 -0.11 -2.12

gap between HOMO and LUMO: 8.0 eV
HOMO energy: -0.1369 hartree
charge: -1
spin multiplicity: 1
structure (SMILES): [H]/N=[NH+]\[N-][C@@H](C)C(=O)[O-]



5.
An isolated ion of composition C3H6N3OP2 and charge +1 in a non-equilibrium geometry. Source: OMol25; level of theory: the ωB97M-V functional and the def2-TZVPD basis.

Geometry (Å):
1 H -4.117119 0.039223 -0.803465
2 P -3.170722 0.818693 0.052179
3 N -2.030991 -0.090942 -0.402357
4 C -0.523066 0.107194 0.059548
5 N 0.120728 1.253084 0.082384
6 C 1.474053 1.048593 0.142521
7 O 2.237384 2.134660 -0.029767
8 C 1.623535 -0.313043 0.191812
9 N 0.358943 -0.876889 0.163046
10 P 0.234012 -2.658066 0.144382
11 H -0.374789 2.148566 -0.107870
12 H 3.045960 2.224163 0.389353
13 H 2.531941 -0.878134 -0.025196
14 H -0.701627 -2.533755 -1.010880
15 H -0.708235 -2.423341 1.154312

Cartesian forces, eV/Å:
H 0.35 1.02 0.85
P -2.66 0.56 -0.12
N 6.82 -1.51 0.78
C -4.64 -1.34 -1.29
N -1.20 2.16 -0.40
C 0.61 -0.24 -0.11
O -3.04 -0.23 -1.54
C 1.24 1.09 -0.47
N 0.96 0.40 -0.52
P -1.47 0.82 -1.07
H 0.91 -0.83 0.37
H 2.51 -0.38 1.57
H -0.47 0.06 0.64
H 0.63 -0.57 1.25
H -0.54 -1.00 0.08

gap between HOMO and LUMO: 8.4 eV
HOMO energy: -0.4819 hartree
charge: +1
spin multiplicity: 1
structure (SMILES): [H]/P=N/c1[nH+]c(O)cn1P



6.
An isolated ion of composition C3H6N3S and charge +1. Source: OMol25; level of theory: the ωB97M-V functional and the def2-TZVPD basis.

Geometry (Å):
1 S 3.278970 0.612707 0.509124
2 C 1.593378 0.372124 0.175787
3 N 0.997573 -0.207639 1.164124
4 N -0.238740 -0.586793 1.062281
5 C -0.853837 -0.730577 -0.254879
6 C -0.468892 0.547364 -0.912264
7 N 0.789222 0.913218 -0.820644
8 H 2.943849 -0.000637 1.678193
9 H -0.747202 -0.672913 1.931498
10 H -1.931592 -0.849725 -0.163748
11 H -0.425653 -1.609032 -0.758263
12 H -1.197046 1.219384 -1.345452
13 H 1.123656 1.763437 -1.268709

Cartesian forces, eV/Å:
S 0.57 0.25 -0.24
C -0.22 -0.69 0.62
N -0.36 -0.38 0.42
N -0.86 0.37 -0.30
C 0.35 -0.15 -0.01
C -0.02 0.06 0.10
N -0.37 -0.03 0.09
H 0.85 0.34 -0.25
H -0.03 -0.05 -0.09
H 0.11 0.07 -0.06
H -0.02 0.11 -0.05
H 0.18 0.08 -0.24
H -0.17 0.02 0.02

gap between HOMO and LUMO (spin up / spin down): 7.4 / 7.4 eV
HOMO energy (spin up / spin down): -0.4674 / -0.4674 hartree
charge: +1
spin multiplicity: 1
structure (SMILES): SC1=NNCC=[NH+]1



7.
A 3-piece molecular cluster, C3H6N4 overall in a non-equilibrium geometry. Source: OMol25; level of theory: the ωB97M-V functional and the def2-TZVPD basis.

Geometry (Å):
1 C 1.780076 -0.133007 -0.685935
2 C 0.284618 0.165460 -0.353014
3 C -0.744057 0.004509 0.395598
4 H 2.338797 -0.408415 0.152608
5 H 1.975425 -0.741264 -1.582355
6 H 2.445780 0.793762 -0.739179
7 H -2.783075 0.437433 0.245916
8 H -0.317839 -1.291777 2.289410
9 H -0.400835 0.936312 2.175016
10 N -0.207990 0.206236 -1.642564
11 N -1.512477 0.146924 -1.658928
12 N -1.852128 0.122309 -0.322450
13 N -1.006296 -0.238482 1.725877

Cartesian forces, eV/Å:
C 0.85 2.39 1.51
C 5.57 -0.91 -6.49
C -2.05 -0.93 3.60
H 0.55 -1.92 1.58
H -0.56 0.22 0.69
H -1.54 -0.31 -0.91
H 2.69 -1.43 -2.63
H -2.27 4.44 -2.50
H -2.10 -4.84 -0.73
N -2.87 0.04 -1.11
N 0.58 1.47 1.18
N -3.25 0.46 -0.04
N 4.40 1.33 5.83

gap between HOMO and LUMO: 9.4 eV
HOMO energy: -0.3448 hartree
spin multiplicity: 1



8.
One molecule with the formula C3H6N4 in a non-equilibrium geometry. Source: OMol25; level of theory: the ωB97M-V functional and the def2-TZVPD basis.

Geometry (Å):
1 H -2.944460 0.293667 -0.030110
2 N -2.258797 -0.563330 -0.219839
3 C -1.163358 -0.093383 -0.112420
4 C 0.021968 -0.998324 0.236540
5 C 1.241816 -0.072170 0.203048
6 N 2.472708 -0.337942 -0.304881
7 H 2.397539 -1.331431 -0.218023
8 N 0.703402 1.250478 0.131338
9 N -0.625282 1.121740 -0.106974
10 H -0.177597 -1.314769 1.238403
11 H 0.219330 -1.666885 -0.644853
12 H 1.242059 1.781334 -0.464215
13 H -1.129334 1.931010 0.291980

Cartesian forces, eV/Å:
H 0.99 -2.27 -1.22
N -7.63 1.10 0.81
C 6.73 -1.01 0.97
C 1.50 0.48 -1.92
C 2.19 1.01 -3.37
N -4.49 1.22 2.67
H 1.05 -1.20 -0.28
N 1.82 -3.42 3.07
N -2.42 4.97 -0.16
H -0.06 -1.19 0.25
H -0.51 -0.35 1.62
H 0.88 1.58 -1.91
H -0.04 -0.92 -0.54

gap between HOMO and LUMO: 9.5 eV
HOMO energy: -0.3211 hartree
spin multiplicity: 1
structure (SMILES): [H]/N=C1/C/C(=N\[H])NN1



It is found that the calculated total energy values, taken in the order of the records, are -281.7366; -356.9061; -357.0827; -432.6221; -1039.8015; -680.0396; -336.7171; -336.8370 hartree.
It is found that the energy above the lowest of the compared OMol25 structures with the same formula, charge and spin values, taken in the order of the records, are 4.934; 6.821; 2.015; 0.535; 1.266; 1.940; 6.317; 3.054 eV.